# 1
The following is a DFT calculation (ωB97M-V/def2-TZVPD) of one molecule with the formula C4H5NO at a distorted geometry.

Output
**Maximum force**: 1.1 eV Å⁻¹
**Structure (SMILES)**: N#CCCC=O
**Energy relative to the best compared isomer or geometry (same formula, charge and spin)**: 1.035 eV
**HOMO level**: -10.18 eV
**Molecular weight**: 83.09 Da

XYZ file:
```
11
Properties=species:S:1:pos:R:3:nbo_charge:R:1
N 2.098 1.206 -1.241 -0.309
C 1.401 0.725 -0.458 0.279
C 0.680 0.239 0.727 -0.498
C -0.548 -0.675 0.406 -0.503
C -1.204 -0.123 -0.838 0.422
O -0.581 -0.016 -1.865 -0.485
H 1.425 -0.305 1.315 0.257
H 0.407 1.137 1.296 0.250
H -0.164 -1.679 0.200 0.243
H -1.276 -0.767 1.226 0.225
H -2.239 0.257 -0.767 0.120
```

---

# 2
The following is a DFT calculation (ωB97M-V/def2-TZVPD) of one molecule with the formula C4H5NO at a distorted geometry.

Output
**Maximum force**: 1.7 eV Å⁻¹
**Structure (SMILES)**: CCC(=O)C#N
**Energy relative to the best compared isomer or geometry (same formula, charge and spin)**: 1.189 eV
**HOMO level**: -11.09 eV
**Molecular weight**: 83.09 Da

XYZ file:
```
11
Properties=species:S:1:pos:R:3:nbo_charge:R:1
C -1.498 0.205 -0.091 -0.609
C -0.062 -0.059 -0.504 -0.496
C 0.916 0.255 0.594 0.529
O 0.681 0.592 1.719 -0.466
C 2.306 -0.120 0.202 0.128
N 2.886 -1.125 0.212 -0.228
H -1.801 -0.461 0.722 0.222
H -2.166 0.046 -0.940 0.219
H -1.609 1.234 0.259 0.221
H 0.252 0.539 -1.369 0.236
H 0.096 -1.106 -0.803 0.246
```

---

# 3
The following is a DFT calculation (ωB97M-V/def2-TZVPD) of one molecule with the formula C4H5NO at a distorted geometry.

Output
**Maximum force**: 1.1 eV Å⁻¹
**Structure (SMILES)**: N#C[C@@H]1C[C@@H]1O
**Energy relative to the best compared isomer or geometry (same formula, charge and spin)**: 1.349 eV
**HOMO level**: -10.69 eV
**Molecular weight**: 83.09 Da

XYZ file:
```
11
Properties=species:S:1:pos:R:3:nbo_charge:R:1
N 2.533 0.945 0.439 -0.323
C 1.556 0.329 0.528 0.277
C 0.292 -0.351 0.661 -0.382
C -0.350 -1.041 -0.527 -0.402
C -0.891 0.265 -0.065 0.117
O -0.666 1.348 -0.901 -0.692
H 0.117 -0.777 1.644 0.260
H -0.892 -1.958 -0.319 0.229
H 0.188 -1.012 -1.469 0.244
H -1.832 0.289 0.484 0.188
H -0.054 1.963 -0.475 0.485
```

---

# 4
The following is a DFT calculation (ωB97M-V/def2-TZVPD) of one molecule with the formula C4H5NO at a distorted geometry.

Output
**Maximum force**: 4.7 eV Å⁻¹
**Structure (SMILES)**: C=NC(=C)C=O
**Energy relative to the best compared isomer or geometry (same formula, charge and spin)**: 4.255 eV
**HOMO level**: -8.80 eV
**Molecular weight**: 83.09 Da

XYZ file:
```
11
Properties=species:S:1:pos:R:3:nbo_charge:R:1
C -1.892 -0.681 -0.229 -0.063
N -0.912 -0.788 0.561 -0.410
C 0.679 -0.012 0.272 0.072
C 1.768 -0.615 -0.174 -0.357
C 0.331 1.374 0.343 0.323
O -0.844 1.673 0.621 -0.498
H -2.123 0.214 -0.818 0.161
H -2.605 -1.519 -0.260 0.177
H 1.901 -1.684 -0.025 0.231
H 2.556 -0.079 -0.701 0.226
H 1.140 2.116 0.410 0.140
```

---

# 5
The following is a DFT calculation (ωB97M-V/def2-TZVPD) of one molecule with the formula C4H5NO.

Output
**Maximum force**: 0.7 eV Å⁻¹
**Structure (SMILES)**: O=CN=C1CC1
**Energy relative to the best compared isomer or geometry (same formula, charge and spin)**: 2.071 eV
**HOMO level**: -9.65 eV
**Molecular weight**: 83.09 Da

XYZ file:
```
11
Properties=species:S:1:pos:R:3:nbo_charge:R:1
O 2.400 0.702 0.281 -0.540
C 2.126 -0.292 -0.350 0.529
N 0.884 -0.528 -0.978 -0.483
C -0.155 -0.221 -0.327 0.371
C -1.592 -0.014 -0.401 -0.470
C -0.789 0.387 0.856 -0.486
H 2.858 -1.093 -0.563 0.119
H -2.214 -0.887 -0.226 0.237
H -2.008 0.721 -1.087 0.238
H -0.988 -0.200 1.745 0.238
H -0.522 1.425 1.051 0.247
```

---

# 6
The following is a DFT calculation (ωB97M-V/def2-TZVPD) of one molecule with the formula C4H5NO at a distorted geometry.

Output
**Maximum force**: 1.2 eV Å⁻¹
**Structure (SMILES)**: C=C[C@H](O)C#N
**Energy relative to the best compared isomer or geometry (same formula, charge and spin)**: 1.424 eV
**HOMO level**: -10.55 eV
**Molecular weight**: 83.09 Da

XYZ file:
```
11
Properties=species:S:1:pos:R:3:nbo_charge:R:1
C 1.383 0.038 1.019 -0.371
C 0.065 0.045 0.902 -0.207
C -0.678 -0.451 -0.318 -0.024
O 0.123 -1.031 -1.319 -0.681
C -1.382 0.740 -0.863 0.237
N -1.760 1.747 -1.288 -0.298
H 1.865 0.399 1.921 0.210
H 2.009 -0.340 0.216 0.210
H -0.589 0.433 1.682 0.214
H -1.377 -1.234 0.007 0.225
H 0.342 -0.345 -1.960 0.484
```

---

# 7
The following is a DFT calculation (ωB97M-V/def2-TZVPD) of one molecule with the formula C4H5NO at a distorted geometry.

Output
**Maximum force**: 1.1 eV Å⁻¹
**Structure (SMILES)**: CCN=C=C=O
**Energy relative to the best compared isomer or geometry (same formula, charge and spin)**: 2.983 eV
**HOMO level**: -8.85 eV
**Molecular weight**: 83.09 Da

XYZ file:
```
11
Properties=species:S:1:pos:R:3:nbo_charge:R:1
C -1.451 0.087 -1.033 -0.615
C -0.289 0.081 -0.055 -0.254
N 1.066 0.215 -0.618 -0.318
C 2.009 0.045 0.186 0.004
C 2.037 -0.278 1.557 0.555
O 2.609 -0.477 2.552 -0.412
H -2.369 -0.012 -0.444 0.216
H -1.413 -0.753 -1.733 0.215
H -1.513 1.022 -1.597 0.216
H -0.393 0.915 0.651 0.201
H -0.291 -0.845 0.534 0.192
```

---

# 8
The following is a DFT calculation (ωB97M-V/def2-TZVPD) of C4H5NO as an isolated structure at a distorted geometry.

Output
**Maximum force**: 1.7 eV Å⁻¹
**Energy relative to the best compared isomer or geometry (same formula, charge and spin)**: 3.797 eV
**HOMO level**: -8.65 eV
**Molecular weight**: 83.09 Da

XYZ file:
```
11
Properties=species:S:1:pos:R:3:lowdin_charge:R:1
C -0.042 0.674 -1.320 -0.065
C -0.031 0.028 0.029 -0.250
C -0.804 0.408 1.201 -0.268
O -0.756 -0.160 2.282 0.000
N 1.093 -1.901 1.219 0.246
C 0.660 -1.028 0.486 -0.219
H -0.748 1.509 -1.295 0.078
H 0.934 1.083 -1.604 0.077
H -0.371 -0.006 -2.114 0.077
H -1.463 1.280 1.042 0.128
H 1.530 -1.887 0.074 0.197
```

---

# 9
The following is a DFT calculation (ωB97M-V/def2-TZVPD) of one molecule with the formula C4H5NO at a distorted geometry.

Output
**Maximum force**: 1.3 eV Å⁻¹
**Structure (SMILES)**: C[C@]1(C=O)C=N1
**Energy relative to the best compared isomer or geometry (same formula, charge and spin)**: 2.528 eV
**HOMO level**: -10.00 eV
**Molecular weight**: 83.09 Da

XYZ file:
```
11
Properties=species:S:1:pos:R:3:nbo_charge:R:1
C 1.280 0.549 -0.264 -0.633
C -0.150 0.096 0.047 -0.110
C -0.351 -1.191 0.783 0.409
O -1.465 -1.652 0.894 -0.520
C -1.441 0.434 -0.602 0.105
N -1.158 1.186 0.359 -0.276
H 1.693 1.199 0.525 0.227
H 1.322 1.123 -1.188 0.226
H 1.991 -0.281 -0.370 0.218
H 0.543 -1.749 1.126 0.121
H -2.264 0.286 -1.310 0.234
```

---

# 10
The following is a DFT calculation (ωB97M-V/def2-TZVPD) of one molecule with the formula C4H5NO.

Output
**Maximum force**: 0.9 eV Å⁻¹
**Structure (SMILES)**: Cc1cnoc1
**Energy relative to the best compared isomer or geometry (same formula, charge and spin)**: 2.624 eV
**HOMO level**: -9.30 eV
**Molecular weight**: 83.09 Da

XYZ file:
```
11
Properties=species:S:1:pos:R:3:nbo_charge:R:1
C 0.213 0.267 -1.389 -0.613
C 0.350 -0.359 -0.023 -0.205
C -0.649 -1.135 0.654 -0.030
N -0.988 -0.599 1.792 -0.121
O -0.183 0.518 1.944 -0.278
C 0.634 0.585 0.901 0.172
H 1.128 0.746 -1.747 0.222
H -0.199 -0.416 -2.119 0.220
H -0.524 1.070 -1.229 0.208
H -1.100 -2.094 0.407 0.222
H 1.318 1.418 0.809 0.204
```

---

# 11
The following is a DFT calculation (ωB97M-V/def2-TZVPD) of one molecule with the formula C4H5NO at a distorted geometry.

Output
**Maximum force**: 1.3 eV Å⁻¹
**Energy relative to the best compared isomer or geometry (same formula, charge and spin)**: 4.199 eV
**HOMO level**: -9.65 eV
**Molecular weight**: 83.09 Da

XYZ file:
```
11
Properties=species:S:1:pos:R:3:nbo_charge:R:1
C 1.367 -0.560 0.352 -0.720
C 0.379 0.153 -0.458 0.120
C -0.827 0.542 0.262 0.010
O -0.891 0.483 1.519 -0.658
C -1.961 0.091 -0.602 0.230
N -2.768 -0.460 -1.221 -0.299
H 0.755 -1.210 1.006 0.278
H 1.860 0.108 1.064 0.288
H 2.105 -1.116 -0.232 0.242
H 0.481 0.341 -1.526 0.227
H -0.501 1.629 -0.164 0.283
```

---

# 12
The following is a DFT calculation (ωB97M-V/def2-TZVPD) of C4H5NO as an isolated structure at a distorted geometry.

Output
**Maximum force**: 1.1 eV Å⁻¹
**Energy relative to the best compared isomer or geometry (same formula, charge and spin)**: 5.815 eV
**HOMO level**: -9.40 eV
**Molecular weight**: 83.09 Da

XYZ file:
```
11
Properties=species:S:1:pos:R:3:nbo_charge:R:1
C 1.233 0.298 -0.924 -0.656
C 0.601 -0.342 0.275 -0.060
C -1.473 1.132 0.900 0.123
O -1.876 -0.091 0.621 -0.463
C -0.709 -0.824 0.308 0.374
N -0.287 -1.948 0.041 -0.309
H 2.128 -0.255 -1.215 0.227
H 0.540 0.343 -1.769 0.221
H 1.546 1.322 -0.675 0.241
H 1.149 -0.300 1.217 0.213
H -2.393 1.672 1.184 0.090
```

---

# 13
The following is a DFT calculation (ωB97M-V/def2-TZVPD) of one molecule with the formula C4H5NO.

Output
**Maximum force**: 0.7 eV Å⁻¹
**Structure (SMILES)**: C#CCNC=O
**Energy relative to the best compared isomer or geometry (same formula, charge and spin)**: 2.073 eV
**HOMO level**: -10.03 eV
**Molecular weight**: 83.09 Da

XYZ file:
```
11
Properties=species:S:1:pos:R:3:nbo_charge:R:1
C -1.735 -0.198 1.364 -0.228
C -0.933 -0.534 0.536 -0.025
C 0.025 -0.959 -0.500 -0.300
N 1.142 -0.027 -0.602 -0.619
C 0.788 1.303 -0.434 0.537
O -0.184 1.815 -0.936 -0.560
H -2.471 0.020 2.098 0.239
H -0.497 -1.042 -1.453 0.236
H 0.418 -1.943 -0.235 0.230
H 1.942 -0.284 -0.037 0.381
H 1.507 1.848 0.200 0.109
```

---

# 14
The following is a DFT calculation (ωB97M-V/def2-TZVPD) of one molecule with the formula C4H5NO.

Output
**Maximum force**: 0.7 eV Å⁻¹
**Energy relative to the best compared isomer or geometry (same formula, charge and spin)**: 3.066 eV
**HOMO level**: -10.44 eV
**Molecular weight**: 83.09 Da

XYZ file:
```
11
Properties=species:S:1:pos:R:3:nbo_charge:R:1
C -1.686 -0.181 0.226 -0.602
C -0.313 0.444 0.230 -0.483
C -0.070 1.723 0.322 0.266
C 0.876 -0.500 0.267 0.683
O 0.765 -1.623 0.711 -0.579
N 2.038 0.019 -0.210 -0.810
H -1.850 -0.720 -0.712 0.231
H -2.471 0.568 0.349 0.227
H -1.734 -0.900 1.048 0.250
H 2.849 -0.581 -0.229 0.409
H 2.048 0.875 -0.741 0.408
```

---

# 15
The following is a DFT calculation (ωB97M-V/def2-TZVPD) of one molecule with the formula C4H5NO.

Output
**Maximum force**: 0.8 eV Å⁻¹
**Energy relative to the best compared isomer or geometry (same formula, charge and spin)**: 5.669 eV
**HOMO level**: -8.38 eV
**Molecular weight**: 83.09 Da

XYZ file:
```
11
Properties=species:S:1:pos:R:3:nbo_charge:R:1
N 2.986 -0.740 0.694 -0.335
C 1.948 -0.424 0.160 0.032
C 0.720 -0.183 -0.424 -0.455
C -0.442 0.256 0.372 0.022
C -1.650 0.772 -0.277 -0.100
O -1.637 -0.527 0.289 -0.489
H 1.677 -1.533 0.376 0.513
H 0.600 -0.459 -1.466 0.249
H -0.214 0.607 1.379 0.198
H -2.271 1.508 0.234 0.186
H -1.688 0.809 -1.367 0.180
```

---

# 16
The following is a DFT calculation (ωB97M-V/def2-TZVPD) of one molecule with the formula C4H5NO.

Output
**Maximum force**: 1.0 eV Å⁻¹
**Energy relative to the best compared isomer or geometry (same formula, charge and spin)**: 3.677 eV
**HOMO level**: -9.43 eV
**Molecular weight**: 83.09 Da

XYZ file:
```
11
Properties=species:S:1:pos:R:3:nbo_charge:R:1
C 1.949 0.093 0.287 -0.692
C 0.478 -0.239 0.111 0.657
N -0.299 0.874 -0.144 -0.581
C -1.526 0.482 -0.364 -0.039
C -2.172 -0.689 -0.521 0.039
O -0.011 -1.377 0.170 -0.556
H 2.554 -0.780 0.525 0.229
H 2.048 0.833 1.091 0.243
H 2.340 0.574 -0.619 0.244
H -2.325 1.192 -0.634 0.255
H -3.035 -0.962 0.097 0.201
```

---

# 17
The following is a DFT calculation (ωB97M-V/def2-TZVPD) of C4H5NO as an isolated structure at a distorted geometry.

Output
**Maximum force**: 1.6 eV Å⁻¹
**Energy relative to the best compared isomer or geometry (same formula, charge and spin)**: 1.849 eV
**HOMO level**: -10.46 eV
**Molecular weight**: 83.09 Da

XYZ file:
```
11
Properties=species:S:1:pos:R:3:nbo_charge:R:1
N 2.286 -1.102 0.979 -0.299
C 1.616 -0.596 0.186 0.267
C 0.345 -0.304 -0.440 -0.378
C -0.851 -0.501 0.519 -0.030
O -1.459 0.686 -0.003 -0.517
C -0.194 1.122 -0.522 -0.043
H 0.230 -0.888 -1.353 0.251
H -0.581 -0.383 1.579 0.183
H -1.460 -1.400 0.390 0.192
H 0.323 1.794 0.179 0.180
H -0.255 1.572 -1.514 0.193
```

---

# 18
The following is a DFT calculation (ωB97M-V/def2-TZVPD) of a 2-piece molecular cluster, C4H5NO overall at a distorted geometry.

Output
**Maximum force**: 5.7 eV Å⁻¹
**Energy relative to the best compared isomer or geometry (same formula, charge and spin)**: 2.285 eV
**HOMO level**: -9.46 eV
**Molecular weight**: 83.09 Da

XYZ file:
```
11
Properties=species:S:1:pos:R:3:nbo_charge:R:1
C -2.679 0.092 1.014 0.490
C -0.415 0.480 -1.425 -0.321
C 0.524 -0.217 -0.755 -0.259
C 1.088 0.003 0.561 0.135
N 2.052 -0.535 1.148 -0.632
O -2.935 -0.971 0.822 -0.489
H -0.726 0.281 -2.376 0.203
H -0.878 1.315 -0.910 0.194
H 1.190 -0.939 -1.157 0.208
H 0.477 0.923 0.979 0.101
H 2.303 -0.434 2.099 0.370
```

---

# 19
The following is a DFT calculation (ωB97M-V/def2-TZVPD) of C4H5NO as an isolated structure at a distorted geometry.

Output
**Maximum force**: 5.6 eV Å⁻¹
**Energy relative to the best compared isomer or geometry (same formula, charge and spin)**: 5.887 eV
**HOMO level (alpha / beta)**: -8.16 / -8.16 eV
**Molecular weight**: 83.09 Da

XYZ file:
```
11
Properties=species:S:1:pos:R:3:nbo_charge:R:1
C 2.201 -0.449 0.108 -0.302
C -1.374 -0.365 -0.319 0.525
C -2.399 0.500 -0.185 -0.675
O -1.240 -1.470 -0.852 -0.540
C 0.315 0.343 0.380 0.111
N 0.635 1.264 0.998 -0.256
H 1.974 -1.503 0.206 0.233
H 2.832 -0.067 0.899 0.219
H 2.518 -0.070 -0.854 0.224
H -2.218 1.337 0.473 0.214
H -3.244 0.479 -0.856 0.247
```

---

# 20
The following is a DFT calculation (ωB97M-V/def2-TZVPD) of one molecule with the formula C4H5NO.

Output
**Maximum force**: 0.7 eV Å⁻¹
**Energy relative to the best compared isomer or geometry (same formula, charge and spin)**: 5.435 eV
**HOMO level**: -9.87 eV
**Molecular weight**: 83.09 Da

XYZ file:
```
11
Properties=species:S:1:pos:R:3:nbo_charge:R:1
C -0.642 -1.031 0.231 -0.679
C 0.283 0.139 0.060 0.207
N -0.101 1.353 -0.092 -0.105
O -1.480 1.442 -0.055 -0.565
C 2.158 0.227 -1.236 0.279
C 1.754 -0.095 -0.036 -0.612
H -1.180 -1.209 -0.707 0.245
H -0.087 -1.935 0.489 0.225
H -1.390 -0.818 0.999 0.244
H -1.632 2.393 -0.128 0.484
H 2.330 -0.530 0.775 0.276
```